(1)
# C7H14OS3

C7H14OS3 in the gas phase at a distorted geometry (ωB97M-V/def2-TZVPD, the OMol25 dataset).

```
25
Properties=species:S:1:pos:R:3:nbo_charge:R:1
C -1.71 -1.35 0.89 -0.619
C -1.53 -1.57 -0.62 -0.414
C -0.76 -0.48 -1.34 -0.603
C -0.92 1.95 0.01 -0.650
C 0.49 2.37 -0.30 -0.229
C 1.59 2.01 0.35 -0.353
C 2.84 -1.36 0.51 -0.743
H -0.75 -1.13 1.39 0.199
H -2.14 -2.20 1.37 0.215
H -2.39 -0.54 1.07 0.222
H -1.00 -2.51 -0.79 0.206
H -2.52 -1.65 -1.10 0.230
H -0.55 -0.76 -2.37 0.228
H 0.22 -0.27 -0.87 0.225
H -1.55 2.81 0.17 0.249
H -1.01 1.29 0.89 0.244
H 0.63 3.03 -1.17 0.221
H 2.56 2.35 0.02 0.228
H 3.73 -2.05 0.43 0.234
H 2.04 -1.92 0.94 0.223
H 2.59 -0.98 -0.44 0.214
O -3.11 0.84 -1.07 -0.973
S -1.68 1.11 -1.43 1.226
S 1.60 1.04 1.83 0.117
S 3.35 -0.03 1.62 0.104
```

* max |F|: 2.2 eV/Å
* energy above the lowest of the compared OMol25 structures with the same formula, charge and spin: 0.0 kJ/mol
* frontier orbital gap: 9.2 eV

***

(2)
# C7H14PPdS

A molecular structure, C7H14PPdS at a distorted geometry (ωB97M-V/def2-TZVPD, the OMol25 dataset).

```
24
Properties=species:S:1:pos:R:3:mulliken_spin:R:1
C 1.33 1.26 -1.36 0.152
C 2.25 0.22 -0.88 0.198
C 2.35 0.35 0.51 0.236
C 1.48 1.46 0.92 0.127
C 0.97 2.10 -0.26 0.257
Pd 0.00 0.00 0.00 0.985
P -1.34 -1.06 -1.49 0.124
H 1.09 1.45 -2.40 0.006
H 2.74 -0.53 -1.50 0.010
H 2.93 -0.28 1.19 0.027
H 0.35 3.00 -0.30 0.016
H 1.39 1.84 1.94 0.002
H -1.78 -2.37 -1.15 0.012
H -0.84 -1.28 -2.80 0.018
H -2.58 -0.45 -1.79 0.009
C -3.28 0.01 2.45 0.080
S -1.86 0.01 1.39 1.407
C -1.62 -1.86 1.72 0.297
H -3.50 1.09 2.39 -0.004
H -2.90 -0.29 3.43 0.037
H -4.20 -0.56 2.12 0.037
H -1.28 -1.89 2.79 -0.006
H -2.42 -2.62 1.56 0.030
H -0.75 -2.28 1.17 -0.057
```

* max |F|: 2.8 eV/Å
* 2S+1: 5
* energy above the lowest of the compared OMol25 structures with the same formula, charge and spin: 0.0 kJ/mol
* frontier orbital gap (alpha / beta): 5.6 / 7.1 eV
* charge: +1

***

(3)
# C7H14PSTi

A molecular structure, C7H14PSTi at a distorted geometry (ωB97M-V/def2-TZVPD, the OMol25 dataset).

```
24
Properties=species:S:1:pos:R:3:nbo_charge:R:1
C 1.35 0.24 -1.91 -0.298
C 0.34 0.18 -2.89 -0.361
C -0.54 -0.94 -2.92 -0.285
C -0.34 -1.98 -1.99 -0.333
C 0.59 -1.85 -0.95 -0.332
Ti -0.17 -0.07 -0.75 0.794
P -0.16 2.59 -0.26 0.050
H 2.24 0.86 -1.98 0.235
H 0.15 1.00 -3.60 0.252
H -1.34 -0.99 -3.66 0.255
H 0.92 -2.69 -0.34 0.232
H -0.97 -2.87 -2.08 0.257
H -1.25 3.07 0.54 0.047
H -0.21 3.64 -1.25 0.079
H 0.95 3.13 0.47 0.069
C -0.34 -1.69 2.25 -0.724
S 0.52 -0.21 1.65 0.331
C 0.00 0.97 2.94 -0.723
H -0.67 -2.31 1.41 0.246
H -1.20 -1.39 2.86 0.237
H 0.37 -2.26 2.85 0.248
H -0.85 0.55 3.50 0.244
H 0.88 1.08 3.59 0.252
H -0.30 1.92 2.50 0.230
```

* max |F|: 1.9 eV/Å
* energy above the lowest of the compared OMol25 structures with the same formula, charge and spin: 10.5 kJ/mol
* frontier orbital gap: 7.9 eV
* charge: +1

***

(4)
# C7H14Si

3 unconnected molecules or ions with the total composition C7H14Si at a distorted geometry (ωB97M-V/def2-TZVPD, the OMol25 dataset).

```
22
Properties=species:S:1:pos:R:3:mulliken_spin:R:1
C -3.69 1.84 -1.20 -0.006
C -2.56 1.48 -1.39 0.000
C -0.53 -3.84 -0.93 -0.002
C -2.54 -3.17 0.46 0.001
C 4.00 1.89 0.54 0.063
C 1.72 3.68 1.43 0.153
C -1.99 -3.37 -0.71 -0.001
Si 2.21 2.06 0.35 1.719
H -4.64 2.22 -1.13 0.000
H -0.21 -4.51 -0.08 0.000
H -0.25 -4.11 -1.93 0.000
H 0.01 -2.93 -0.83 0.003
H -3.65 -3.09 0.68 0.000
H -2.11 -3.26 1.46 0.000
H -1.52 1.35 -1.48 0.008
H 4.33 1.55 -0.54 0.008
H 4.51 2.77 0.82 0.017
H 4.33 0.95 1.17 0.034
H 2.19 3.54 2.44 0.013
H 2.36 4.47 1.09 0.005
H 0.63 3.91 1.35 -0.016
H -2.59 -3.43 -1.57 0.000
```

* max |F|: 5.6 eV/Å
* 2S+1: 3
* energy above the lowest of the compared OMol25 structures with the same formula, charge and spin: 185.6 kJ/mol
* frontier orbital gap (alpha / beta): 7.2 / 8.1 eV

***

(5)
# C7H15Br6Na3O

A molecular structure, C7H15Br6Na3O at a distorted geometry (ωB97M-V/def2-TZVPD, the OMol25 dataset).

```
32
Properties=species:S:1:pos:R:3:mulliken_charge:R:1
Na 1.38 0.56 -2.69 0.904
Na 1.10 2.07 -0.47 1.051
Na -0.87 1.61 -2.56 0.973
C -0.39 0.07 -0.58 0.074
O 0.14 1.10 -1.41 -1.197
H -0.84 0.51 0.31 -0.351
H -1.16 -0.48 -1.13 0.427
H 0.40 -0.67 -0.47 0.573
Br -1.35 -0.46 4.37 -0.102
C -1.82 0.97 3.10 -0.557
C -0.43 1.37 2.59 0.089
Br -0.61 2.32 0.91 -0.441
H -2.25 1.84 3.59 0.455
H -2.48 0.57 2.34 0.355
H 0.17 0.48 2.39 -0.821
H -0.03 2.05 3.34 0.819
Br 1.58 2.09 1.44 -0.366
C 1.90 0.09 1.28 -0.513
C 1.77 -0.63 2.62 -0.121
Br 2.36 -2.54 2.47 -0.073
H 2.95 -0.05 1.01 0.502
H 1.32 -0.31 0.44 -0.033
H 0.70 -0.63 2.84 0.105
H 2.22 -0.08 3.45 0.487
Br 1.43 -2.36 -3.36 -0.102
C -0.28 -1.76 -4.17 -0.836
C -1.21 -1.25 -3.07 0.943
Br -2.89 -0.63 -3.83 -0.055
H -0.62 -2.42 -4.96 0.488
H 0.04 -0.96 -4.85 0.439
H -0.92 -0.37 -2.49 -1.622
H -1.34 -2.13 -2.44 0.506
```

* max |F|: 18.7 eV/Å
* energy above the lowest of the compared OMol25 structures with the same formula, charge and spin: 1512.8 kJ/mol
* frontier orbital gap: 5.8 eV
* charge: +2

***

(6)
# C7H15BrN3PS2

2 unconnected molecules or ions with the total composition C7H15BrN3PS2 (ωB97M-V/def2-TZVPD, the OMol25 dataset).

```
29
Properties=species:S:1:pos:R:3:nbo_charge:R:1
S 7.06 -1.57 -0.53 -0.154
C 5.80 -2.44 -0.96 0.216
N 4.84 -3.07 -1.26 -0.704
P 3.39 -3.34 0.03 0.730
S 2.53 -1.41 -0.80 -0.511
Br 4.31 -5.41 0.81 -0.450
H 2.76 -4.05 -0.99 -0.042
H 2.29 -3.48 0.94 -0.113
H 4.18 -2.66 0.97 -0.047
H 1.80 -0.98 0.24 0.083
C -4.12 0.95 1.91 -0.619
C -2.73 1.57 1.96 -0.209
N -2.18 1.79 0.62 -0.282
C -2.56 2.78 -0.26 -0.059
C -1.82 2.62 -1.38 -0.030
N -1.00 1.54 -1.17 -0.275
C -1.23 1.06 0.04 0.256
C -0.01 0.97 -2.09 -0.419
H -4.09 -0.01 1.40 0.224
H -4.49 0.79 2.92 0.240
H -4.82 1.60 1.39 0.217
H -2.03 0.92 2.49 0.228
H -2.74 2.53 2.47 0.223
H -3.32 3.49 0.00 0.249
H -1.80 3.17 -2.31 0.251
H -0.73 0.21 0.48 0.258
H -0.26 -0.07 -2.28 0.248
H 0.97 1.01 -1.62 0.260
H 0.00 1.53 -3.02 0.229
```

* max |F|: 0.6 eV/Å
* frontier orbital gap: 6.3 eV

***

Computed E_tot (Ha) in order:
-1544.8746, -1142.0236, -1863.7482, -564.3272, -16280.8693, -4151.6479